{
  "formula": "C2H4N2S",
  "method": "wB97M-V/def2-TZVPD",
  "species": ["C", "C", "N", "N", "S", "H", "H", "H", "H"],
  "positions_angstrom": [[1.444665, 0.044063, 0.633440], [0.317988, 0.461983, -0.087415], [2.330937, -0.339345, 1.220001], [0.090110, -0.112386, -1.337737], [-1.261112, -0.633742, 1.289522], [0.092909, 1.535261, 0.099090], [0.271369, -1.100998, -1.340159], [-0.807140, 0.133774, -1.658031], [-2.479726, 0.011390, 1.181287]],
  "forces_ev_per_a": [[-0.74, 0.08, -0.60], [-3.15, -0.17, 0.36], [2.03, -0.76, 1.25], [1.56, 1.03, 1.10], [0.49, 1.02, -0.52], [-0.10, -0.96, -0.59], [-0.10, -0.20, -0.12], [-1.03, 0.05, -0.68], [1.04, -0.09, -0.20]],
  "nbo_charge": [0.192, -0.014, -0.237, -0.756, -0.363, 0.260, 0.395, 0.389, 0.134],
  "e_above_lowest_ev": 1.531,
  "homo_energy_ev": -9.11,
  "energy_ha": -586.238138,
  "multiplicity": 1,
  "gap_ev": 8.35
}